Record 1
ORCA calculation (ωB97M-V/def2-TZVPD) on a 6-piece molecular cluster, C55H120BF4N5 overall.

The value obtained for the orbital gap is 10.665 eV. The molecular weight is 938.40 g mol⁻¹. The total energy comes out at -2864.5348 Eh. The energy above the lowest of the compared OMol25 structures with the same formula, charge and spin is 42.8 kcal per mole. The total charge is +4. The value obtained for the LUMO energy is -7.2211 eV. As for the spin multiplicity: 1.

Cartesian coordinates (Å):
B 1.2536 -1.2552 0.2012
F 0.4479 -0.3595 -0.4657
F 1.1177 -2.4170 -0.4919
F 2.6172 -0.9496 0.1333
F 0.8011 -1.3853 1.4790
C -3.9914 -4.4225 -1.2463
C -3.4236 -2.9735 -1.1533
C -3.4780 -2.3913 0.3210
C -2.3499 -3.0966 1.2297
N -2.3447 -2.6577 2.7603
C -2.2532 -1.0923 2.8558
C -1.6233 -0.7887 4.1725
C -0.5941 -2.0202 4.4303
C -1.1320 -3.1575 3.5465
C -3.6075 -3.0821 3.5055
C -4.0077 -4.5240 3.2636
C -5.1097 -5.2132 4.1053
H -3.3757 -5.1680 -0.7430
H -4.0447 -4.7782 -2.2752
H -5.0329 -4.5227 -0.9407
H -3.9724 -2.4597 -1.9426
H -2.3959 -2.9513 -1.5161
H -4.4540 -2.7126 0.6847
H -3.2469 -1.3262 0.3062
H -1.3538 -2.7512 0.9528
H -2.5168 -4.1738 1.2302
H -3.1653 -0.5017 2.7697
H -1.6739 -0.7268 2.0078
H -2.4040 -0.8059 4.9330
H -1.1872 0.2103 4.1687
H -0.5863 -2.4446 5.4342
H 0.4163 -1.6198 4.3475
H -1.4005 -4.0821 4.0574
H -0.3176 -3.4524 2.8848
H -4.4140 -2.4353 3.1600
H -3.5440 -2.7868 4.5528
H -3.2061 -5.1918 3.5790
H -4.3736 -4.6701 2.2473
H -5.1564 -5.0045 5.1742
H -5.2216 -6.2832 3.9302
H -6.0769 -4.8249 3.7864
C -2.7679 2.4793 0.7949
C -4.1489 2.1198 0.2867
C -4.8634 3.4076 -0.2416
C -5.5905 4.1700 0.8067
N -6.4192 5.4133 0.2347
C -7.5222 4.9970 -0.7375
C -8.7517 4.5192 0.0324
C -8.5002 5.2040 1.4069
C -7.2959 6.0749 1.2860
C -5.3600 6.3589 -0.5053
C -4.4839 7.1837 0.4560
C -3.2158 7.6104 -0.3214
H -2.3423 3.0251 -0.0472
H -2.1809 1.5620 0.8406
H -2.8265 3.0416 1.7268
H -4.7583 1.5163 0.9592
H -4.0249 1.4275 -0.5461
H -5.5862 3.1165 -1.0038
H -4.2178 3.9723 -0.9142
H -4.8238 4.5548 1.4791
H -6.2925 3.6293 1.4414
H -7.6958 5.8770 -1.3570
H -7.1434 4.2768 -1.4627
H -9.7366 4.8603 -0.2864
H -8.9107 3.4553 0.2088
H -9.4445 5.6798 1.6715
H -8.3470 4.4179 2.1463
H -7.6525 7.0023 0.8378
H -6.6683 6.1634 2.1728
H -6.0647 7.0509 -0.9665
H -4.8313 5.9474 -1.3650
H -4.0659 6.6204 1.2903
H -5.0889 7.9937 0.8632
H -2.2188 7.1701 -0.3039
H -2.7982 8.5319 0.0844
H -3.2237 7.7210 -1.4058
C 5.5572 -3.9340 -5.7386
C 4.1219 -3.4532 -6.1861
C 3.3899 -2.5818 -5.1793
C 1.9184 -2.2164 -5.6260
N 0.9146 -1.7370 -4.4952
C -0.4113 -1.1405 -5.0902
C -0.3055 0.3182 -5.2671
C 0.9807 0.7354 -4.5956
C 1.4564 -0.4532 -3.8414
C 0.6454 -2.8544 -3.4777
C 0.1445 -4.1795 -4.1182
C -0.2339 -5.2080 -2.9974
H 6.2794 -3.2461 -6.1782
H 5.7070 -4.9388 -6.1335
H 5.7564 -3.8557 -4.6698
H 3.4514 -4.2337 -6.5456
H 4.2486 -2.9165 -7.1263
H 3.9613 -1.7154 -4.8463
H 3.3154 -3.1463 -4.2499
H 1.4999 -3.0718 -6.1564
H 1.8716 -1.3755 -6.3179
H -1.1180 -1.5754 -4.3835
H -0.7197 -1.5297 -6.0605
H -1.1768 0.7040 -4.7379
H -0.4285 0.7965 -6.2389
H 0.8955 1.5890 -3.9231
H 1.6717 0.9843 -5.4010
H 1.0900 -0.4253 -2.8152
H 2.5385 -0.4404 -3.7114
H -0.0562 -2.4316 -2.7585
H 1.5808 -2.9526 -2.9269
H 0.8021 -4.7524 -4.7720
H -0.7474 -3.9209 -4.6891
H 0.4898 -6.0059 -2.8305
H -1.1421 -5.7698 -3.2156
H -0.1849 -4.8218 -1.9793
C 4.7597 3.3583 -1.8548
C 5.1590 3.7616 -0.4606
C 3.8940 4.2147 0.3507
C 2.8415 3.1153 0.5968
N 1.5573 3.7092 1.2111
C 0.6237 2.5984 1.8215
C 1.1434 2.3204 3.2228
C 2.0116 3.5929 3.6027
C 1.7272 4.5881 2.4260
C 0.6493 4.4876 0.2226
C 0.3638 3.8647 -1.1390
C -0.5181 4.7996 -2.0361
H 4.0463 4.0485 -2.3052
H 4.3598 2.3603 -2.0338
H 5.5099 3.3365 -2.6454
H 5.9507 4.5106 -0.4442
H 5.6923 2.9043 -0.0497
H 3.4314 5.0199 -0.2201
H 4.2238 4.5153 1.3452
H 3.2495 2.5448 1.4312
H 2.5443 2.4585 -0.2207
H -0.3888 2.9690 1.9818
H 0.6161 1.7351 1.1562
H 0.2022 2.2161 3.7625
H 1.7828 1.4637 3.4361
H 1.7564 4.0753 4.5462
H 3.0627 3.3210 3.6997
H 0.7840 5.0952 2.6294
H 2.4385 5.3959 2.2538
H 1.1265 5.4294 -0.0484
H -0.2296 4.6960 0.8327
H -0.2721 2.9880 -1.0154
H 1.3381 3.6765 -1.5899
H -0.3476 4.4559 -3.0564
H -0.1317 5.8115 -2.1579
H -1.5676 4.7442 -1.7472
C 7.4599 0.1244 -0.3285
C 7.4633 -1.0509 0.6953
C 5.9733 -1.6092 0.8804
C 5.9997 -2.6557 1.9868
N 4.6684 -3.3829 2.3604
C 3.5625 -2.4666 2.8859
C 2.7117 -3.2383 3.9638
C 3.8760 -4.0662 4.5738
C 4.8364 -4.4540 3.4091
C 4.1027 -4.0493 1.0300
C 2.7478 -4.7343 1.0076
C 2.6523 -5.4512 -0.3134
H 6.6286 0.7619 -0.0276
H 7.2225 -0.1539 -1.3553
H 8.4031 0.6626 -0.4230
H 7.9696 -0.8228 1.6333
H 8.0467 -1.8136 0.1795
H 5.7653 -2.0445 -0.0970
H 5.2802 -0.8075 1.1354
H 6.3484 -2.1941 2.9107
H 6.5873 -3.5306 1.7088
H 2.9856 -1.8592 2.1885
H 4.0051 -1.5599 3.2982
H 1.8585 -3.8393 3.6495
H 2.3564 -2.6105 4.7809
H 3.4519 -4.8785 5.1642
H 4.3374 -3.4616 5.3546
H 4.5311 -5.4036 2.9696
H 5.8692 -4.5020 3.7543
H 4.8120 -4.8496 0.8193
H 4.2276 -3.3335 0.2175
H 1.9799 -3.9635 0.9415
H 2.4761 -5.4008 1.8261
H 3.3062 -6.3189 -0.4005
H 2.9882 -4.7403 -1.0683
H 1.6000 -5.6306 -0.5340


Record 2
ORCA calculation (ωB97M-V/def2-TZVPD) on a 6-piece molecular cluster, C55H120BF4N5 overall.

The value obtained for the orbital gap is 9.228 eV. The molecular weight is 938.40 g mol⁻¹. The total energy comes out at -2864.5562 Eh. The energy above the lowest of the compared OMol25 structures with the same formula, charge and spin is 29.4 kcal per mole. The total charge is +4. The value obtained for the LUMO energy is -5.3357 eV. As for the spin multiplicity: 1.

Cartesian coordinates (Å):
B -1.0866 1.1937 -0.9897
F 0.0629 1.9225 -1.0689
F -0.9257 0.1387 -0.1454
F -1.9650 2.0941 -0.4865
F -1.5017 0.8200 -2.2415
C -0.6875 -8.0889 1.3458
C -0.4926 -8.1861 2.8427
C -1.2022 -9.4008 3.4973
C -0.7512 -9.5547 4.9818
N -1.1243 -10.9069 5.6446
C -2.6629 -10.9606 5.8909
C -2.9286 -11.9721 6.9696
C -1.6958 -11.8287 7.8509
C -0.7238 -10.8787 7.0896
C -0.6046 -12.1605 4.9206
C 0.9299 -12.1516 4.7178
C 1.5693 -13.4608 4.2583
H 0.0580 -8.7251 0.8689
H -0.5587 -7.0388 1.0835
H -1.6868 -8.3453 0.9939
H -0.9561 -7.3263 3.3264
H 0.5303 -8.2177 3.2178
H -0.8287 -10.3167 3.0393
H -2.2725 -9.2208 3.3967
H -1.0673 -8.6984 5.5776
H 0.3224 -9.6677 5.1325
H -3.1368 -10.9476 4.9094
H -2.9850 -9.9972 6.2862
H -3.0191 -13.0135 6.6606
H -3.8826 -11.8539 7.4834
H -1.2294 -12.8101 7.9377
H -1.9094 -11.4503 8.8505
H 0.3418 -11.0834 7.1935
H -0.7912 -9.8479 7.4373
H -1.1686 -12.2142 3.9894
H -0.9586 -12.9462 5.5880
H 1.4021 -11.6884 5.5841
H 1.2488 -11.3197 4.0899
H 0.9977 -14.3545 4.5088
H 2.5448 -13.6614 4.7015
H 1.7372 -13.3210 3.1904
C -3.2209 10.2391 0.1470
C -2.0997 9.1820 -0.1361
C -2.5084 8.0824 -1.2416
C -3.0761 8.7958 -2.5322
N -3.1423 7.8743 -3.7736
C -4.1256 6.8144 -3.6040
C -5.2383 6.9603 -4.6573
C -5.1295 8.4149 -5.1553
C -3.6482 8.7593 -4.9738
C -1.7604 7.2349 -4.1218
C -0.5787 8.1208 -4.2211
C 0.6687 7.4761 -4.7553
H -3.0228 10.7833 1.0704
H -4.1330 9.6532 0.2600
H -3.2939 11.0680 -0.5571
H -1.6043 8.8237 0.7663
H -1.1564 9.6616 -0.3974
H -3.2236 7.3802 -0.8133
H -1.6112 7.5078 -1.4720
H -2.5512 9.7077 -2.8166
H -4.1314 9.0044 -2.3561
H -3.6482 5.8430 -3.7328
H -4.5183 6.7543 -2.5890
H -5.2389 6.2543 -5.4878
H -6.1712 6.9345 -4.0941
H -5.4786 8.5003 -6.1843
H -5.7070 9.1468 -4.5904
H -3.2213 8.4129 -5.9150
H -3.4253 9.7962 -4.7222
H -1.9351 6.7972 -5.1046
H -1.5577 6.4429 -3.4009
H -0.2442 8.6806 -3.3477
H -0.9491 8.9398 -4.8376
H 0.4814 6.9106 -5.6681
H 1.0481 6.7815 -4.0058
H 1.4594 8.2154 -4.8833
C 8.3442 9.5314 1.4550
C 6.9232 8.8678 1.6548
C 6.8129 7.3944 1.7032
C 7.6161 6.7538 2.7194
N 7.6140 5.2013 2.6168
C 6.2178 4.6046 3.0703
C 6.4453 3.8278 4.3613
C 7.8689 3.4595 4.3544
C 8.6206 4.6327 3.6448
C 7.8993 4.5946 1.2037
C 9.2512 4.9427 0.5274
C 9.0728 4.8068 -0.9781
H 8.9859 9.5215 2.3360
H 8.1684 10.5772 1.2029
H 8.8414 9.1662 0.5564
H 6.3301 9.3391 0.8710
H 6.5136 9.3390 2.5483
H 7.1956 7.0141 0.7561
H 5.7642 7.0978 1.7259
H 7.3960 7.1226 3.7211
H 8.6574 7.0508 2.5942
H 5.6506 4.0017 2.3611
H 5.5641 5.4419 3.3150
H 5.8424 2.9313 4.5060
H 6.2100 4.4972 5.1887
H 7.7578 2.5587 3.7508
H 8.3622 3.2827 5.3102
H 9.5728 4.2700 3.2576
H 8.8556 5.4906 4.2748
H 7.1162 4.8576 0.4926
H 7.8560 3.5101 1.3039
H 9.9082 4.0799 0.6364
H 9.5749 5.9393 0.8278
H 8.2832 5.5134 -1.2335
H 8.9201 3.7448 -1.1706
H 9.9777 5.0922 -1.5146
C -2.7531 0.7978 6.2505
C -4.2304 1.1636 6.7184
C -5.2711 0.7189 5.6402
C -5.3920 -0.8134 5.4590
N -6.3533 -1.4056 4.3507
C -6.0989 -2.9684 4.3128
C -7.2911 -3.7692 4.7705
C -8.0423 -2.6995 5.6181
C -7.6989 -1.3260 5.0190
C -6.3260 -0.8080 2.9788
C -7.1949 -1.4507 1.8606
C -6.7735 -0.8901 0.5146
H -2.1338 1.2576 7.0206
H -2.4512 1.2359 5.2992
H -2.5502 -0.2682 6.1471
H -4.1916 2.2486 6.6214
H -4.5469 0.7608 7.6806
H -5.0679 1.2775 4.7265
H -6.2793 1.0739 5.8539
H -5.4455 -1.2679 6.4483
H -4.4695 -1.1905 5.0175
H -5.6000 -3.2297 3.3795
H -5.3983 -3.1944 5.1167
H -7.9278 -4.1922 3.9934
H -7.1234 -4.5556 5.5064
H -9.1092 -2.8832 5.7447
H -7.6022 -2.5928 6.6096
H -8.4573 -0.9872 4.3133
H -7.7513 -0.5293 5.7610
H -5.2898 -0.7588 2.6442
H -6.5394 0.2524 3.1139
H -8.2689 -1.3677 2.0266
H -7.0956 -2.5361 1.8470
H -7.5047 -1.1095 -0.2634
H -5.8236 -1.2542 0.1232
H -6.7148 0.1943 0.6078
C 4.0180 -3.1630 -4.0608
C 4.2838 -2.5049 -5.3686
C 3.0934 -2.2215 -6.4081
C 2.5508 -3.4443 -7.2246
N 1.8072 -2.9231 -8.4514
C 1.1570 -4.1290 -9.3176
C 1.2192 -3.6346 -10.8163
C 2.1895 -2.4283 -10.9247
C 2.7562 -2.2274 -9.5084
C 0.6472 -1.9506 -7.9322
C -0.3560 -1.4117 -8.9885
C -0.9001 -0.0608 -8.6277
H 3.9267 -4.2379 -4.2163
H 3.2303 -2.6783 -3.4840
H 4.8673 -3.1694 -3.3775
H 5.0974 -3.0111 -5.8882
H 4.8367 -1.5815 -5.1960
H 3.5097 -1.4895 -7.1002
H 2.2640 -1.7434 -5.8870
H 1.9239 -4.1870 -6.7313
H 3.2692 -4.0555 -7.7710
H 0.1582 -4.3434 -8.9374
H 1.8273 -4.9604 -9.0996
H 0.1984 -3.3605 -11.0826
H 1.4896 -4.4798 -11.4493
H 1.7019 -1.5467 -11.3409
H 2.9287 -2.5134 -11.7212
H 2.8777 -1.2210 -9.1077
H 3.6796 -2.8008 -9.4266
H 1.2576 -1.0821 -7.6846
H 0.1190 -2.5828 -7.2184
H -1.0946 -2.1558 -9.2865
H 0.1650 -1.0331 -9.8680
H -1.5734 0.3845 -9.3601
H -0.0598 0.5922 -8.3921
H -1.5390 -0.1400 -7.7481


no.,highest occupied orbital energy (eV)
1,-17.886
2,-14.564